129
Properties=species:S:1:pos:R:3:forces:R:3 method="wB97M-V/def2-TZVPD" energy_ev=-250296.9407 orbital_gap_ev=8.42 charge=0 spin_multiplicity=1 fmax_ev_per_a=0.33
C 1.86777 -4.37586 2.13499 0.0 0.0 0.2
C 0.99632 -3.50471 1.22857 0.1 0.2 -0.2
P -0.74167 -3.07722 1.64594 -0.1 -0.1 0.1
C -1.68739 -4.65528 1.46428 -0.1 0.0 -0.1
Br -1.03192 -6.20912 2.51764 0.1 0.1 0.0
C -3.22425 -4.53921 1.67251 0.0 -0.1 -0.2
C -3.76548 -3.20286 2.16466 0.0 0.1 0.2
H 1.57599 -4.29097 3.18699 0.0 0.0 -0.1
H 2.91431 -4.07282 2.04641 -0.1 -0.1 -0.1
H 1.80231 -5.42468 1.85260 0.0 0.0 0.1
H 0.97412 -3.90830 0.20780 0.1 0.1 0.1
H 1.45191 -2.50904 1.13236 0.0 -0.2 0.0
H -0.60661 -3.03587 3.04912 -0.1 0.0 0.1
H -1.46241 -4.96235 0.43900 -0.1 0.0 0.1
H -3.52811 -5.30934 2.38728 0.1 0.1 -0.1
H -3.70379 -4.78719 0.71748 0.0 0.0 0.1
H -4.82382 -3.32454 2.40647 0.1 0.0 0.0
H -3.24678 -2.86935 3.06946 -0.1 0.0 -0.1
H -3.70314 -2.39803 1.43180 0.1 -0.1 0.0
C 3.15107 -7.26842 -2.62232 -0.1 0.0 0.0
S 2.41959 -6.69163 -1.09244 -0.1 0.0 0.0
O 3.32181 -5.63289 -0.56328 0.1 0.1 0.0
C 2.76246 -8.17419 -0.14159 0.0 0.0 0.0
H 3.08888 -6.44674 -3.33342 0.0 0.0 0.0
H 4.18700 -7.54697 -2.43912 0.1 0.0 -0.1
H 2.58211 -8.12060 -2.99545 0.0 0.0 0.0
H 3.83701 -8.35504 -0.15428 0.0 0.0 0.0
H 2.21898 -9.01383 -0.57471 0.0 0.0 0.0
H 2.41490 -7.99226 0.87369 0.0 0.0 0.0
C -5.92255 1.95896 3.10802 -0.1 0.1 0.0
S -5.53613 0.23263 3.36877 0.0 -0.2 0.0
O -4.28636 -0.02976 2.59754 0.2 0.0 0.0
C -6.85144 -0.41709 2.34767 -0.1 -0.1 0.0
H -5.14448 2.54466 3.59172 0.0 0.0 0.0
H -5.93095 2.15509 2.03643 0.0 0.0 0.0
H -6.89541 2.18046 3.54819 0.0 0.0 0.0
H -6.73322 0.01097 1.35436 -0.1 -0.1 -0.1
H -7.82388 -0.13742 2.75399 0.0 0.0 0.0
H -6.75005 -1.50158 2.30984 0.0 0.0 0.0
C -4.97824 0.52094 -1.03371 0.0 0.0 -0.1
S -6.43070 1.51596 -1.37383 0.2 0.0 0.0
O -7.49979 1.00571 -0.46847 -0.2 0.0 0.1
C -6.78406 0.83724 -2.99777 0.0 0.0 0.0
H -4.64226 0.76658 -0.02716 0.0 0.0 0.0
H -5.25610 -0.53213 -1.08628 0.0 0.0 0.0
H -4.19214 0.76428 -1.74782 0.1 0.0 0.0
H -6.92258 -0.23967 -2.90539 0.0 0.0 0.0
H -5.96232 1.07241 -3.67401 0.0 0.0 0.0
H -7.70065 1.30621 -3.34980 0.0 0.0 0.0
C 7.56810 -6.62148 -4.23654 0.0 0.0 0.0
S 7.57805 -8.24424 -3.46985 0.0 0.0 0.0
O 6.22205 -8.43182 -2.88829 -0.1 -0.1 0.0
C 8.65116 -7.81328 -2.09789 0.0 0.0 0.0
H 6.89910 -6.67699 -5.09274 0.0 0.0 0.0
H 7.19666 -5.89431 -3.51505 0.0 0.0 0.0
H 8.57493 -6.36974 -4.56980 0.0 0.0 0.0
H 8.19651 -6.99538 -1.53984 0.0 0.0 0.0
H 9.63435 -7.53585 -2.47793 0.0 0.0 0.0
H 8.73383 -8.69654 -1.46812 0.0 0.0 0.0
C -1.73301 0.95870 0.81112 -0.1 0.0 -0.1
S -0.93387 2.10488 -0.31072 0.0 0.0 0.2
O -1.59801 1.96763 -1.64115 -0.1 -0.1 -0.1
C 0.61675 1.20581 -0.42924 0.0 0.0 0.0
H -2.74859 1.29956 0.99689 0.1 0.1 0.1
H -1.74585 -0.03330 0.35757 0.0 0.0 0.0
H -1.18444 0.94699 1.75257 0.0 0.0 0.0
H 0.40534 0.20303 -0.80290 0.0 0.0 0.0
H 1.07403 1.16503 0.56064 0.0 0.0 0.0
H 1.27861 1.73944 -1.10956 0.0 0.0 0.0
C 3.16448 5.69843 -0.02675 0.1 -0.1 0.0
S 1.52036 6.35580 0.20220 0.0 0.1 -0.2
O 1.05697 5.91256 1.54581 -0.1 0.0 0.3
C 0.71841 5.27763 -0.97893 0.0 0.0 -0.1
H 3.82763 6.18445 0.68331 0.0 0.0 0.0
H 3.13609 4.62523 0.14908 0.0 0.0 0.0
H 3.49294 5.90158 -1.04634 0.0 0.0 0.0
H 0.88140 4.24479 -0.67843 0.1 0.0 0.0
H 1.13188 5.45949 -1.97084 0.0 0.0 0.0
H -0.34715 5.50230 -0.96644 0.0 0.0 0.0
C 4.97037 1.10046 -0.69769 0.0 0.0 0.0
S 4.74450 2.71351 -1.44754 0.0 0.1 0.0
O 3.27134 2.88677 -1.61434 -0.1 0.0 0.0
C 5.36888 2.27608 -3.07209 0.0 0.0 0.0
H 4.58041 1.16524 0.31613 0.0 0.0 0.0
H 4.41554 0.35828 -1.27117 0.0 0.0 0.0
H 6.03370 0.86364 -0.66763 0.0 0.0 0.0
H 4.77903 1.45067 -3.46969 0.0 0.0 0.0
H 6.42188 2.00623 -2.99144 0.0 0.0 0.0
H 5.25920 3.15558 -3.70338 0.0 0.0 0.0
C 0.79415 8.82308 -5.04045 0.0 0.0 0.0
S 1.55577 7.28208 -4.52144 0.0 0.0 0.1
O 2.78833 7.12316 -5.33360 0.1 0.0 -0.1
C 0.31822 6.19333 -5.23083 0.0 0.0 0.0
H 1.45195 9.62833 -4.72056 0.0 0.0 0.0
H 0.70091 8.82195 -6.12617 0.0 0.0 0.0
H -0.17943 8.92606 -4.56150 0.0 0.0 0.0
H 0.25616 6.37996 -6.30265 0.0 0.0 0.0
H -0.64108 6.36606 -4.74296 0.0 0.0 0.0
H 0.64442 5.17203 -5.04377 0.0 0.0 0.0
C -2.12165 6.41953 2.30502 0.0 0.0 0.0
S -1.94867 4.69169 2.74702 0.1 -0.1 0.0
O -2.98474 3.95450 1.97401 -0.2 -0.1 -0.1
C -2.60306 4.84600 4.41687 0.0 0.0 0.0
H -1.79805 6.50923 1.27100 0.0 0.0 0.0
H -3.16708 6.70861 2.41175 0.0 0.0 0.0
H -1.46596 7.01778 2.93625 0.0 0.0 0.0
H -3.62259 5.22848 4.36795 0.0 0.0 0.0
H -1.96177 5.50894 4.99773 0.0 0.0 0.0
H -2.59719 3.84929 4.85409 0.0 0.0 0.0
C -8.86445 -5.85987 1.59887 0.0 0.0 0.0
S -7.11142 -5.56440 1.85284 0.0 0.0 0.1
O -6.80717 -4.26999 1.18950 0.0 0.1 0.0
C -6.52715 -6.85301 0.74811 0.0 0.0 0.0
H -9.40036 -5.10808 2.17445 0.0 0.0 0.0
H -9.09023 -5.75054 0.53855 0.0 0.0 0.0
H -9.12264 -6.85617 1.95763 0.0 0.0 0.0
H -6.92361 -6.66911 -0.25010 0.0 0.0 0.0
H -6.84203 -7.82582 1.12558 0.0 0.0 0.0
H -5.44028 -6.79525 0.73951 0.0 0.0 0.0
C 5.85271 6.99155 2.57656 0.0 0.0 0.0
S 7.00264 5.65400 2.23611 0.0 0.0 0.0
O 6.29889 4.70579 1.33388 0.0 -0.1 -0.1
C 6.94078 4.92680 3.87728 0.0 0.0 0.0
H 5.71913 7.54346 1.64796 0.0 0.0 0.0
H 4.90292 6.56993 2.90619 0.0 0.0 0.0
H 6.27511 7.64899 3.33629 0.0 0.0 0.0
H 5.90936 4.65826 4.10388 0.0 0.0 0.0
H 7.33323 5.63574 4.60619 0.0 0.0 0.0
H 7.56458 4.03564 3.85530 0.0 0.0 0.0